67
Properties=species:S:1:pos:R:3:lowdin_spin:R:1 method="wB97M-V/def2-TZVPD" relative_energy_ev=0.004 max_force_ev_per_a=0.6 charge=+2 spin_multiplicity=3 e_tot_ev=-77444.921 e_lumo_ev="-6.41 / -6.44"
V -0.12105 1.18985 0.30469 2.008
C 3.71102 0.64405 2.61857 0.000
O 2.55810 0.81614 3.51936 0.005
C 1.51380 0.92344 2.73461 0.007
N 1.64890 0.77801 1.46996 0.001
C 3.07699 0.45479 1.22214 0.003
C 3.25694 -0.92429 0.64890 0.000
C 4.19618 -1.13351 -0.35300 0.000
C 4.43530 -2.41378 -0.83311 0.000
C 3.73329 -3.49016 -0.31297 0.000
C 2.79813 -3.28799 0.69532 0.000
C 2.56497 -2.00947 1.17765 0.000
C 0.19487 1.21876 3.32786 0.005
C -0.07763 1.35668 4.67774 0.000
C -1.39520 1.61107 5.04642 0.006
C -2.38488 1.70467 4.07571 0.001
C -2.00250 1.55714 2.75430 0.005
N -0.74343 1.33623 2.39433 -0.002
C -2.87048 1.59273 1.55849 0.006
N -2.36770 1.41230 0.39470 -0.005
C -3.49065 1.49790 -0.58029 0.003
C -4.71553 1.71657 0.32845 0.000
O -4.16126 1.78829 1.68649 0.004
C -3.46056 0.27038 -1.47154 0.001
C -4.19301 -0.88315 -1.21510 0.000
C -4.08030 -1.98566 -2.05719 0.000
C -3.24233 -1.94041 -3.15958 0.000
C -2.49480 -0.79462 -3.41612 0.000
C -2.60076 0.29871 -2.57373 0.001
H 4.26086 -0.22270 2.97358 0.000
H 4.30167 1.55195 2.71322 0.000
H 3.47561 1.19588 0.52534 0.000
H 4.75303 -0.29574 -0.75493 0.000
H 5.17537 -2.57158 -1.60590 0.000
H 3.92388 -4.49144 -0.67427 0.000
H 2.26582 -4.12984 1.11732 0.000
H 1.84228 -1.86325 1.97472 0.000
H 0.71373 1.26407 5.40687 0.000
H -1.65078 1.72776 6.09057 0.000
H -3.41953 1.88640 4.32904 0.000
H -3.33774 2.38170 -1.20285 0.000
H -5.44283 0.91113 0.33206 0.000
H -5.21454 2.66363 0.14597 0.000
H -4.86459 -0.93940 -0.36888 0.000
H -4.66549 -2.87342 -1.86125 0.000
H -3.18148 -2.79110 -3.82441 0.000
H -1.84910 -0.74604 -4.28267 0.000
H -2.03718 1.20101 -2.78577 0.000
O -0.83415 -0.79629 0.09222 0.014
C -0.15560 -1.69982 -0.80210 0.003
C 0.79793 -0.94047 -1.67733 0.006
C 1.47966 -1.59042 -2.69780 -0.002
C 2.39245 -0.87650 -3.44752 0.007
C 2.61578 0.46122 -3.14263 0.000
C 1.89256 1.03230 -2.11841 0.007
N 0.97829 0.35392 -1.40597 -0.001
H -1.75672 -0.72641 -0.19810 0.002
H -0.90282 -2.22893 -1.39395 0.000
H 0.38824 -2.41447 -0.18557 0.000
H 1.29256 -2.63824 -2.88800 0.000
H 2.93459 -1.35203 -4.25390 0.000
H 3.33155 1.05517 -3.69183 0.000
H 2.03444 2.07148 -1.84602 0.001
I 0.80669 3.99624 0.46655 -0.019
C -0.37534 2.84946 -0.91291 -0.069
H 0.09199 2.94672 -1.88934 0.000
H -1.34754 3.33340 -0.91822 0.000


66
Properties=species:S:1:pos:R:3:nbo_charge:R:1 method="wB97M-V/def2-TZVPD" relative_energy_ev=0.000 max_force_ev_per_a=0.7 smiles="CC(=O)Nc1ccc(NC(=O)COC(=O)c2c3c(nc4ccccc24)CCN(Cc2ccccc2)C3)cc1" spin_multiplicity=1 e_tot_ev=-45717.103 e_lumo_ev=-0.02
C 7.73661 0.76525 -1.46328 -0.713
C 6.65355 0.00613 -0.72175 0.684
O 6.80143 -0.44280 0.39040 -0.603
N 5.50629 -0.10093 -1.45535 -0.607
C 4.29240 -0.69977 -1.10104 0.120
C 4.14688 -1.50894 0.02129 -0.180
C 2.91907 -2.05755 0.33436 -0.223
C 1.81657 -1.81641 -0.47668 0.129
N 0.54715 -2.35228 -0.22809 -0.617
C 0.10045 -2.97765 0.88376 0.652
O 0.74429 -3.23219 1.87443 -0.589
C -1.38562 -3.37735 0.76633 -0.170
O -2.25511 -2.24599 0.71009 -0.480
C -2.47348 -1.66509 -0.46419 0.805
O -1.95324 -2.00729 -1.50224 -0.612
C -3.40910 -0.51111 -0.32915 -0.113
C -2.89477 0.76378 -0.27973 0.031
C -3.80788 1.84003 -0.13954 0.239
N -5.10121 1.67640 -0.08828 -0.405
C -5.62344 0.43809 -0.15436 0.141
C -7.02428 0.28690 -0.10404 -0.189
C -7.58422 -0.95880 -0.16015 -0.203
C -6.77632 -2.10201 -0.26987 -0.209
C -5.41461 -1.98920 -0.32321 -0.199
C -4.80665 -0.72006 -0.26615 -0.009
C -3.28186 3.23604 -0.00772 -0.443
C -1.85015 3.34669 -0.52143 -0.209
N -1.05191 2.31753 0.11348 -0.440
C 0.37592 2.54576 0.03586 -0.248
C 1.16111 1.72173 1.02625 0.048
C 2.53428 1.58811 0.86311 -0.238
C 3.28824 0.87786 1.77885 -0.199
C 2.67057 0.26749 2.85718 -0.219
C 1.30374 0.39509 3.02760 -0.199
C 0.55470 1.13250 2.12690 -0.252
C -1.42005 1.01808 -0.40288 -0.277
C 1.96407 -1.02282 -1.61184 -0.231
C 3.18788 -0.46923 -1.91920 -0.227
H 7.96683 0.27064 -2.40467 0.226
H 7.40903 1.78222 -1.67030 0.226
H 8.63122 0.79863 -0.84872 0.244
H 5.49626 0.36606 -2.35181 0.394
H 4.99706 -1.70001 0.65332 0.249
H 2.81100 -2.67154 1.21192 0.255
H -0.11919 -2.22633 -0.98661 0.430
H -1.52858 -3.99756 -0.12637 0.209
H -1.67156 -3.92463 1.66536 0.227
H -7.62517 1.17852 -0.02086 0.228
H -8.65725 -1.07458 -0.12160 0.217
H -7.24087 -3.07586 -0.31408 0.216
H -4.79239 -2.86803 -0.41377 0.208
H -3.29847 3.49644 1.05392 0.230
H -3.94684 3.92544 -0.52850 0.232
H -1.83601 3.25558 -1.62326 0.163
H -1.44485 4.32596 -0.25771 0.208
H 0.76751 2.35749 -0.98276 0.172
H 0.55375 3.60319 0.26221 0.212
H 3.01552 2.05383 0.01367 0.203
H 4.35684 0.79499 1.65062 0.223
H 3.25505 -0.30262 3.56268 0.215
H 0.81751 -0.07622 3.86873 0.215
H -0.50655 1.26168 2.27710 0.223
H -1.14805 0.92029 -1.47673 0.182
H -0.85654 0.25612 0.14325 0.229
H 1.11267 -0.84385 -2.25336 0.215
H 3.29077 0.14811 -2.80137 0.205


67
Properties=species:S:1:pos:R:3:lowdin_spin:R:1 method="wB97M-V/def2-TZVPD" relative_energy_ev=0.000 max_force_ev_per_a=2.1 charge=+1 spin_multiplicity=2 e_tot_ev=-64857.900 e_lumo_ev="-3.20 / -3.32"
Re 0.28800 0.49610 -1.03669 0.832
N 1.46370 1.49545 -5.19984 -0.002
C 1.41386 1.16374 -3.88470 -0.001
S 0.24233 2.02056 -2.88037 -0.006
N 2.22308 0.27325 -3.45780 0.001
N 2.06242 0.03984 -2.07519 0.002
C 3.14292 -0.39160 -1.53156 0.030
C 3.37826 -0.55917 -0.13118 0.000
C 4.48121 -1.34676 0.27302 0.006
C 4.84922 -1.42760 1.59034 -0.002
C 4.15283 -0.64725 2.52558 0.007
C 3.08830 0.14076 2.14332 -0.002
C 2.63740 0.16287 0.81380 0.010
O 1.58170 0.92780 0.48103 0.002
H 0.87683 2.22040 -5.56007 0.000
H 2.19498 1.11580 -5.77229 0.000
H 3.96723 -0.57489 -2.22004 0.001
H 5.03741 -1.89767 -0.48870 0.000
H 5.68477 -2.04793 1.89645 0.000
H 4.46713 -0.65010 3.56338 0.000
H 2.58007 0.77634 2.86258 0.000
S -3.36701 3.12548 -0.70553 0.010
C -2.04359 4.09652 -0.13711 0.001
C -1.99638 5.47397 0.08401 0.000
C -0.79918 6.01384 0.51536 0.000
C 0.32210 5.19772 0.73226 0.000
C 0.26682 3.83452 0.51797 0.001
C -0.93262 3.29002 0.06403 0.003
N -1.15976 1.92870 -0.22918 0.016
C -2.37892 1.72072 -0.65298 0.012
C -2.69699 0.43020 -1.24678 0.008
C -3.99966 -0.06423 -1.37978 0.000
C -4.19890 -1.27058 -2.02525 0.008
C -3.09889 -1.94499 -2.56791 0.000
C -1.81443 -1.45346 -2.40445 0.013
C -1.57031 -0.25935 -1.71143 0.008
H -2.86670 6.10142 -0.09156 0.000
H -0.72591 7.08337 0.68723 0.000
H 1.25195 5.64641 1.06601 0.000
H 1.12614 3.18962 0.68531 0.000
H -4.84313 0.49482 -0.96992 0.000
H -5.19836 -1.68713 -2.11630 0.000
H -3.25029 -2.87573 -3.10774 0.000
H -0.98149 -2.00823 -2.82424 0.001
C -1.66135 -2.03914 3.69094 0.000
N -1.35411 -0.84187 2.84397 0.001
C 0.06087 -0.39847 3.04589 0.000
C -1.69094 -1.02617 1.35704 0.006
C -0.80125 -1.99268 0.62366 0.009
C -1.06685 -3.35056 0.81718 0.001
C -0.32019 -4.32665 0.17701 0.004
C 0.69151 -3.91964 -0.68429 0.000
C 0.91315 -2.56498 -0.92624 0.007
C 0.18751 -1.54863 -0.29072 0.008
H -1.52886 -1.76630 4.73223 0.000
H -0.97580 -2.83375 3.42537 0.000
H -2.68498 -2.35315 3.51347 0.000
H -1.95291 -0.09071 3.16131 0.000
H 0.71410 -1.22205 2.78524 0.000
H 0.19189 -0.12276 4.08874 0.000
H 0.26792 0.43967 2.38905 0.000
H -1.61340 -0.03524 0.93040 0.004
H -2.73284 -1.34464 1.33230 0.000
H -1.90507 -3.65299 1.44986 0.000
H -0.54533 -5.38172 0.32190 0.000
H 1.29429 -4.65954 -1.20610 0.000
H 1.65446 -2.32162 -1.67132 0.000


67
Properties=species:S:1:pos:R:3:nbo_charge:R:1 method="wB97M-V/def2-TZVPD" relative_energy_ev=0.000 max_force_ev_per_a=1.0 spin_multiplicity=1 e_tot_ev=-119935.979 e_lumo_ev=0.41
Pt 0.05433 -0.59813 -0.21940 0.586
C -6.38026 1.54774 1.06497 -0.640
C -6.12588 1.86152 -0.38157 -0.056
C -7.10850 2.42854 -1.18170 -0.183
C -6.87886 2.72511 -2.51723 -0.227
C -5.63236 2.47404 -3.06572 -0.189
C -4.62804 1.92226 -2.28539 -0.285
C -4.87701 1.59591 -0.95566 0.215
N -3.87995 1.03168 -0.12733 -0.641
C -2.72973 0.41206 -0.56626 0.652
N -2.90175 -0.46672 -1.57234 -0.592
C -1.92236 -1.08301 -2.39377 0.150
C -0.59410 -1.21765 -1.98271 -0.186
C 0.30127 -1.74461 -2.92489 -0.239
C -0.11469 -2.15701 -4.17588 -0.218
C -1.45399 -2.06964 -4.52634 -0.212
C -2.37351 -1.52534 -3.64827 -0.059
C -3.82437 -1.41130 -4.03849 -0.645
N -1.58671 0.60969 0.02138 -0.593
C -1.49169 1.67713 0.97045 0.107
C -1.60333 2.98164 0.49371 -0.219
C -1.49747 4.06264 1.34950 -0.216
C -1.26674 3.84183 2.69753 -0.209
C -1.14654 2.54509 3.16945 -0.200
C -1.25613 1.43653 2.33286 -0.019
C -1.14227 0.05413 2.93207 -0.637
H -7.42168 1.73268 1.32057 0.226
H -5.76706 2.16779 1.72591 0.216
H -6.14926 0.50486 1.29062 0.227
H -8.07846 2.63377 -0.74504 0.212
H -7.66626 3.15580 -3.12061 0.218
H -5.42839 2.72092 -4.09934 0.217
H -3.64415 1.76094 -2.70723 0.223
H -3.80882 1.42634 0.79857 0.420
H -3.85992 -0.58596 -1.85759 0.417
H 1.35148 -1.82787 -2.68005 0.211
H 0.60478 -2.56043 -4.87651 0.214
H -1.78941 -2.41336 -5.49709 0.207
H -3.98040 -1.83016 -5.03066 0.230
H -4.16661 -0.37348 -4.06141 0.216
H -4.47785 -1.96037 -3.35309 0.211
H -1.74950 3.13966 -0.56714 0.223
H -1.57938 5.06911 0.96060 0.219
H -1.17859 4.67676 3.38023 0.217
H -0.96030 2.37459 4.22309 0.213
H -0.61021 0.08296 3.88048 0.228
H -0.60861 -0.64485 2.28359 0.225
H -2.12466 -0.39164 3.10000 0.224
Se 1.82320 -2.30194 -0.15989 -0.096
C 1.78297 -2.41001 1.67469 0.027
N 1.74261 -2.47620 2.82990 -0.458
N 2.31071 0.66483 2.65415 -0.795
C 2.22963 1.48485 1.59432 0.315
N 1.43827 1.32258 0.57381 -0.599
C 1.56077 2.37903 -0.32098 0.211
C 0.87529 2.50169 -1.52670 -0.251
C 1.09816 3.61724 -2.31405 -0.200
C 1.99526 4.61021 -1.92172 -0.227
C 2.69297 4.49519 -0.73150 -0.213
C 2.46742 3.37596 0.05475 -0.236
S 3.20090 2.94845 1.57597 0.336
H 1.90927 -0.26355 2.61351 0.435
H 3.04135 0.80226 3.32891 0.404
H 0.19714 1.71715 -1.83528 0.235
H 0.57289 3.71639 -3.25534 0.213
H 2.15678 5.47223 -2.55489 0.216
H 3.39668 5.25738 -0.42499 0.221


62
Properties=species:S:1:pos:R:3:nbo_charge:R:1 method="wB97M-V/def2-TZVPD" relative_energy_ev=0.724 max_force_ev_per_a=2.5 charge=+1 spin_multiplicity=1 e_tot_ev=-64563.979 e_lumo_ev=-4.33
C 0.91376 3.53318 -2.58415 -0.180
C 1.47435 2.25253 -2.56242 -0.204
C 0.99862 1.28860 -1.66585 -0.190
C -0.01599 1.62357 -0.75210 -0.438
P -0.58355 0.43527 0.48921 1.601
C -0.41676 1.14312 2.15418 -0.388
C -0.54618 0.29931 3.27400 -0.194
C -0.45675 0.81614 4.56599 -0.195
C -0.23729 2.18209 4.76142 -0.197
C -0.07418 3.01981 3.65591 -0.152
C -0.14884 2.50519 2.36083 -0.204
C -2.37326 0.26980 0.22365 -0.406
C -3.24238 0.06148 1.30669 -0.113
C -4.61926 -0.01843 1.09658 -0.222
C -5.13785 0.08213 -0.19830 -0.179
C -4.27202 0.22846 -1.28796 -0.213
C -2.89248 0.30905 -1.08291 -0.188
C 0.17489 -1.13371 0.23801 -1.023
C 1.41717 -1.56956 0.87331 0.525
O 1.84601 -2.71574 0.62064 -0.661
C 2.20568 -0.66971 1.80347 -0.149
C 2.66578 0.58965 1.41256 -0.212
C 3.26344 1.44100 2.34753 -0.208
C 3.49272 0.99564 3.65289 -0.204
C 3.15036 -0.31534 4.00647 -0.222
C 2.55345 -1.15914 3.06826 -0.130
C -0.62593 2.88927 -0.83036 -0.122
C -0.14594 3.84677 -1.72654 -0.227
H 1.29513 4.28638 -3.27648 0.230
H 2.28923 1.99754 -3.24134 0.224
H 1.40273 0.27333 -1.67585 0.229
H -0.70555 -0.77358 3.13471 0.232
H -0.55928 0.14286 5.41942 0.228
H -0.18399 2.58731 5.77375 0.228
H 0.11688 4.08384 3.79946 0.218
H 0.01829 3.16181 1.50857 0.224
H -2.84146 -0.02373 2.31580 0.222
H -5.28567 -0.15340 1.94877 0.230
H -6.21580 0.03718 -0.35963 0.229
H -4.66782 0.28685 -2.30284 0.224
H -2.21651 0.41936 -1.93437 0.220
H -0.55890 -1.93319 0.06286 0.256
H 2.52398 0.90985 0.37774 0.213
H 3.53344 2.45813 2.05479 0.220
H 3.94418 1.66713 4.38817 0.223
H 3.33721 -0.67744 5.01854 0.222
H 2.31322 -2.19407 3.32196 0.222
H -1.47242 3.12688 -0.18177 0.221
H -0.60062 4.83776 -1.74808 0.231
C 0.19656 -4.42660 -4.77585 -0.427
C 1.65292 -4.06700 -4.56549 -0.558
S 2.09182 -3.35517 -2.96692 0.571
C 0.71613 -2.66714 -2.27676 -0.464
S -0.74470 -2.37727 -3.06543 0.526
C -0.69801 -3.20874 -4.67442 -0.544
H 0.09944 -4.82996 -5.78963 0.254
H -0.11926 -5.20171 -4.07453 0.237
H 2.27530 -4.97191 -4.63144 0.268
H 1.99090 -3.33981 -5.31516 0.242
H 0.85538 -2.37055 -1.23632 0.338
H -0.40651 -2.44089 -5.40060 0.242
H -1.74380 -3.49447 -4.85262 0.265


79
Properties=species:S:1:pos:R:3:lowdin_spin:R:1 method="wB97M-V/def2-TZVPD" relative_energy_ev=3.251 max_force_ev_per_a=0.4 charge=-1 spin_multiplicity=3 e_tot_ev=-87672.507 e_lumo_ev="2.18 / 1.99"
W 1.00964 -1.21867 -0.86512 1.647
C 3.71921 -1.74286 2.20790 0.003
C 2.49261 -0.90910 2.19141 0.019
N 1.70482 -0.73271 1.15527 0.009
C 0.73052 0.19378 1.46891 0.012
C 0.92273 0.55549 2.78588 -0.002
N 2.05515 -0.14107 3.19088 0.007
C 0.37062 1.43471 3.83897 -0.001
O -0.83540 1.96480 3.68530 0.000
O 1.02168 1.65048 4.83711 0.000
C -0.09186 0.28319 0.19301 -0.018
O -2.14862 0.98285 1.62178 -0.001
O -0.79634 -0.87122 -0.00741 0.053
H 3.53268 -2.68898 1.70087 0.001
H 4.04814 -1.94412 3.22612 0.000
H 4.51224 -1.21731 1.67299 0.001
H 2.48502 0.02292 4.08736 0.000
H -1.32965 1.55539 2.93567 0.000
O 0.58322 -3.16299 -0.12011 0.016
N 1.47463 -4.07114 -0.20237 0.014
N 2.50804 -3.71344 -0.84865 0.026
O 2.62223 -2.52245 -1.39881 0.058
C 3.60597 -4.61838 -0.99109 -0.001
C 4.74442 -4.15636 -1.63103 0.004
C 5.82562 -5.01421 -1.77424 0.000
C 5.76644 -6.31012 -1.28652 0.004
C 4.61348 -6.75459 -0.65044 0.000
C 3.52402 -5.91502 -0.49791 0.003
H 4.76281 -3.14390 -2.00609 0.001
H 6.71792 -4.66093 -2.27420 0.000
H 6.61246 -6.97479 -1.40303 0.000
H 4.55792 -7.76689 -0.27183 0.000
H 2.62079 -6.25061 -0.01101 0.000
Cl 0.07023 -1.61398 -3.03846 0.108
S 2.57379 0.45667 -1.88355 0.024
C 3.25032 1.15709 -0.50585 0.008
N 3.71805 1.64054 0.43740 -0.001
C -4.57417 4.30462 1.06665 0.000
C -4.11571 2.87031 1.00528 0.000
C -4.77118 1.92964 1.70660 0.000
C -4.44727 0.50990 1.69754 0.000
C -3.20494 0.06340 1.59561 0.000
C -2.02365 1.71742 0.45828 -0.001
N -0.79348 1.49826 -0.19632 -0.001
C 0.04375 2.67073 -0.36444 0.000
C 0.40164 3.39155 0.76993 0.000
C 1.25850 4.47328 0.69073 0.000
C 1.76556 4.85705 -0.54159 0.000
C 1.37063 4.18055 -1.67888 0.000
C 0.50024 3.09406 -1.61548 0.000
C 0.05265 2.55737 -2.95231 0.000
O 0.32828 3.12296 -3.97951 0.000
O -0.73005 1.48027 -2.96511 0.003
C -2.97372 2.59746 0.11224 0.000
C -2.87055 3.39804 -1.15956 0.000
H -5.37197 4.42209 1.79882 0.000
H -4.94355 4.65378 0.10063 0.000
H -3.74691 4.96073 1.34772 0.000
H -5.63999 2.23355 2.28162 0.000
H -5.24328 -0.22188 1.76379 0.000
H -2.88251 -0.96460 1.51484 0.000
H -0.79097 1.10717 -2.06345 0.002
H 0.00062 3.09786 1.72863 0.000
H 1.54141 4.99905 1.59348 0.000
H 2.45657 5.68647 -0.61661 0.000
H 1.71533 4.48115 -2.65829 0.000
H -2.35773 4.35230 -1.00831 0.000
H -3.86409 3.61149 -1.55525 0.000
H -2.32820 2.84929 -1.92529 0.000
N -3.79086 -0.64359 -1.98880 0.000
C -3.25813 -2.00941 -1.93209 0.001
C -3.99446 -2.84160 -0.89411 0.000
O -4.80974 -2.11806 -0.11290 0.000
O -3.87893 -4.03186 -0.77862 0.000
H -3.04204 0.03447 -1.92923 0.000
H -4.72690 -1.20159 -0.47294 0.000
H -4.29962 -0.46885 -2.84373 0.000
H -2.19964 -1.94919 -1.68475 0.001
H -3.31650 -2.53772 -2.88394 0.000